Entry P
{
  "formula": "C3H10S",
  "method": "wB97M-V/def2-TZVPD",
  "e_homo_ev": -9.22,
  "homo_lumo_gap_ev": 10.15,
  "lumo_ha": 0.0342,
  "charge": 0,
  "elements": ["C", "S", "H", "H", "H", "H", "C", "C", "H", "H", "H", "H", "H", "H"],
  "xyz": [[-1.4563, 0.9813, 2.1538], [-0.2450, 1.1011, 0.5835], [0.1427, 2.4638, 0.4675], [-2.4593, 1.1232, 2.0016], [-0.9590, 1.5529, 2.8600], [-1.5679, 0.0232, 2.5277], [1.4496, -1.0019, -1.5979], [0.5130, -2.1652, -1.7074], [2.0134, -0.8726, -0.6562], [2.1871, -1.0912, -2.3919], [0.8208, -0.1073, -1.7480], [-0.0653, -2.0559, -2.6621], [-0.2504, -2.3715, -0.9812], [1.0210, -3.1672, -1.8443]],
  "mulliken_charge": [-0.921, -0.201, 0.129, 0.358, 0.294, 0.350, -0.663, -0.840, 0.276, 0.313, 0.102, 0.236, 0.303, 0.266]
}

Entry Q
{
  "formula": "C3H10S",
  "method": "wB97M-V/def2-TZVPD",
  "e_homo_ev": -9.82,
  "homo_lumo_gap_ev": 10.68,
  "lumo_ha": 0.0316,
  "charge": 0,
  "elements": ["S", "H", "H", "C", "C", "C", "H", "H", "H", "H", "H", "H", "H", "H"],
  "xyz": [[-3.1557, -0.1357, 0.1245], [-2.4705, 0.9229, -0.3263], [-4.2949, 0.5851, 0.1536], [0.7685, -1.3722, -0.2470], [0.7295, -0.1156, 0.5930], [1.1461, 1.1674, -0.1486], [0.0303, -1.4322, -1.0558], [0.6657, -2.2423, 0.4015], [1.6945, -1.4945, -0.8237], [1.4164, -0.2598, 1.4299], [-0.2716, -0.0257, 1.0168], [1.6475, 1.9011, 0.4725], [1.8148, 0.8804, -0.9626], [0.2795, 1.6211, -0.6278]],
  "mulliken_charge": [-0.280, 0.125, 0.152, -1.210, -0.015, -0.971, 0.294, 0.321, 0.376, 0.254, 0.150, 0.316, 0.284, 0.204]
}

Entry R
{
  "formula": "C3H10S",
  "method": "wB97M-V/def2-TZVPD",
  "e_homo_ev": -8.98,
  "homo_lumo_gap_ev": 9.86,
  "lumo_ha": 0.0324,
  "charge": 0,
  "elements": ["C", "H", "H", "H", "H", "C", "C", "S", "H", "H", "H", "H", "H", "H"],
  "xyz": [[-2.4572, 0.7615, -0.2227], [-1.9606, 1.7193, -0.1431], [-2.3304, 0.4679, -1.2565], [-3.5047, 0.8900, 0.0652], [-2.1049, -0.0306, 0.4428], [1.0323, -1.3512, -0.1462], [1.4359, -0.0981, 0.6046], [2.8499, 0.8312, -0.1651], [1.7652, -2.1355, -0.0475], [0.5093, -1.2460, -1.0903], [0.1949, -1.6913, 0.5079], [0.6485, 0.6220, 0.7827], [1.8287, -0.3647, 1.5892], [2.0931, 1.6255, -0.9210]],
  "mulliken_charge": [-0.945, 0.239, 0.240, 0.291, 0.174, -0.849, -0.474, -0.226, 0.332, 0.303, 0.249, 0.266, 0.292, 0.107]
}

What is the stability order? It is entry Q, entry R, entry P, from most stable to least stable.

Entry P
{
  "formula": "C3H8N2O4",
  "method": "wB97M-V/def2-TZVPD",
  "e_homo_ev": -9.51,
  "homo_lumo_gap_ev": 10.16,
  "lumo_ha": 0.0237,
  "charge": 0,
  "elements": ["C", "C", "C", "N", "N", "O", "O", "O", "O", "H", "H", "H", "H", "H", "H", "H", "H"],
  "xyz": [[0.7901, 1.3200, 0.3212], [-0.5429, -0.8895, -0.2028], [0.6190, -0.1675, 0.4721], [-1.4104, -1.4608, 0.8101], [-1.3227, 0.0204, -1.0627], [-0.1729, 2.1242, -0.0407], [1.7018, 1.8586, 1.1127], [1.4765, 0.5619, -1.1543], [1.3409, -0.7436, 1.2863], [-0.8554, 1.5337, -0.5126], [2.0667, 1.1122, 1.6361], [2.4381, 0.5723, -1.0563], [-0.0778, -1.6609, -0.8306], [-0.9401, -1.5848, 1.7000], [-1.7540, -2.3726, 0.5293], [-2.3223, -0.1231, -0.9792], [-1.0349, -0.1006, -2.0287]],
  "mulliken_charge": [0.315, 0.579, 0.514, -0.720, -0.725, -0.570, -0.547, -0.637, -0.724, 0.560, 0.416, 0.303, 0.214, 0.251, 0.258, 0.236, 0.276]
}

Entry Q
{
  "formula": "C3H8N2O4",
  "method": "wB97M-V/def2-TZVPD",
  "e_homo_ev": [-8.65, -8.68],
  "homo_lumo_gap_ev": [8.34, 8.01],
  "lumo_ha": [-0.0115, -0.0244],
  "charge": 0,
  "elements": ["C", "C", "N", "O", "H", "H", "H", "H", "H", "C", "N", "O", "O", "O", "H", "H", "H"],
  "xyz": [[-0.7753, 1.1691, -1.5552], [-0.1997, 0.8228, -0.1683], [-0.7971, 1.6041, 0.8697], [1.1128, 0.7854, -0.1487], [-1.7480, 1.3129, 1.0631], [-0.2481, 1.5263, 1.7174], [-0.5141, 2.2058, -1.7595], [-1.8595, 1.0657, -1.5531], [-0.3376, 0.5229, -2.3102], [-0.7983, -0.8426, 0.0178], [2.2705, -1.3438, 1.3052], [1.2647, -0.5626, 1.1076], [-0.2482, -1.6956, -0.8607], [-1.7976, -1.0655, 0.6381], [-0.8103, -2.4880, -0.9113], [2.5380, -1.9581, 0.5402], [2.9478, -1.0588, 2.0082]],
  "mulliken_charge": [-1.381, 1.027, -0.693, -0.472, 0.263, 0.275, 0.401, 0.320, 0.362, 0.570, -0.211, -0.253, -0.456, -0.582, 0.342, 0.251, 0.238]
}

What is the stability order? It is entry P, entry Q, from most stable to least stable.

Entry P
{
  "formula": "C7H7O2S",
  "method": "wB97M-V/def2-TZVPD",
  "e_homo_ev": -3.87,
  "homo_lumo_gap_ev": 7.40,
  "lumo_ha": 0.1299,
  "charge": -1,
  "elements": ["C", "C", "C", "C", "C", "C", "C", "O", "O", "S", "H", "H", "H", "H", "H", "H", "H"],
  "xyz": [[0.6937, 0.4601, -1.8066], [0.8713, 0.7441, -0.4369], [0.2773, -0.7952, -2.2720], [-2.2536, 0.8297, 0.4778], [-1.1193, 0.6209, 1.1375], [0.1184, -0.3403, 0.4103], [1.0663, -0.9698, 1.4519], [1.3775, 1.6768, 0.2193], [0.3167, -1.2695, -3.3695], [-0.3882, -1.6616, -0.7519], [1.1000, 1.1479, -2.5868], [-2.9979, 1.6385, 0.8530], [-2.2184, 0.3367, -0.4426], [-0.7731, 0.7389, 2.1309], [0.5548, -1.6161, 2.1642], [1.5806, -0.1643, 1.9474], [1.7938, -1.3769, 0.8738]],
  "mulliken_charge": [-0.798, 0.414, 0.610, -0.651, -0.375, 0.892, -1.969, -0.736, -0.660, -0.264, 0.270, 0.219, 0.307, 0.356, 0.372, 0.423, 0.589]
}

Entry Q
{
  "formula": "C7H7O2S",
  "method": "wB97M-V/def2-TZVPD",
  "e_homo_ev": -3.52,
  "homo_lumo_gap_ev": 7.24,
  "lumo_ha": 0.1370,
  "charge": -1,
  "elements": ["C", "C", "C", "C", "C", "C", "C", "O", "O", "S", "H", "H", "H", "H", "H", "H", "H"],
  "xyz": [[1.3207, -1.2330, -0.3472], [1.1060, 0.6216, 1.2061], [0.0188, -1.3754, -0.3426], [-0.2210, 0.4632, 1.1908], [0.3159, 0.7531, -1.0044], [1.5333, 0.2565, -0.2175], [-0.6862, -0.0948, -0.1585], [-2.9394, -0.7501, 0.9349], [-3.0883, 1.2132, -0.4542], [-2.6506, -0.2083, -0.4622], [2.0927, -2.0109, -0.2182], [1.8203, 0.9530, 1.8621], [-0.5327, -2.2828, -0.3006], [-1.0392, 0.7979, 1.8125], [0.2418, 1.7837, -0.8745], [0.3097, 0.5147, -2.0561], [2.3984, 0.5986, -0.5704]],
  "mulliken_charge": [-0.382, -0.813, -0.636, -0.493, -0.741, -0.486, 0.345, -0.678, -0.642, 0.490, 0.328, 0.520, 0.420, 0.439, 0.342, 0.297, 0.691]
}

What is the stability order? It is entry P, entry Q, from most stable to least stable.

Entry P
{
  "formula": "C9H13BO2",
  "method": "wB97M-V/def2-TZVPD",
  "e_homo_ev": -8.20,
  "homo_lumo_gap_ev": 8.44,
  "lumo_ha": 0.0088,
  "charge": 0,
  "elements": ["B", "C", "C", "C", "C", "C", "C", "C", "C", "C", "O", "O", "H", "H", "H", "H", "H", "H", "H", "H", "H", "H", "H", "H", "H"],
  "xyz": [[0.1223, 2.0536, -0.4221], [1.3824, -2.3474, 1.8278], [1.3511, -2.5309, 0.4623], [0.9093, -1.1602, 2.3750], [0.6486, -1.6926, -0.3319], [0.3055, -0.2418, 1.5237], [0.1304, -0.5010, 0.1372], [-2.3413, 0.4018, -0.1542], [-0.5037, 0.0622, -2.1638], [-0.4305, 0.5914, -0.6765], [-0.7320, 3.1256, -0.0324], [1.4008, 2.2449, -0.7823], [1.8746, -2.8822, 2.5608], [1.7832, -3.3210, -0.0663], [1.0538, -1.0849, 3.4541], [0.6118, -1.8331, -1.4935], [0.1175, 0.6372, 2.1114], [-2.8781, 1.2845, -0.6175], [-2.5918, -0.4427, -0.6318], [-2.2839, 0.5374, 0.8954], [-1.1373, -0.7839, -2.4097], [-0.8954, 0.9671, -2.7091], [0.4945, -0.0311, -2.4448], [-0.3574, 4.0677, -0.1127], [1.9653, 2.8793, -0.2995]],
  "mulliken_charge": [0.867, -0.542, -0.800, -0.604, -0.239, -0.459, 0.752, -1.270, -2.050, 0.767, -0.597, -0.576, 0.406, 0.421, 0.364, 0.152, 0.283, 0.278, 0.469, 0.439, 0.315, 0.425, 0.611, 0.293, 0.294]
}

Entry Q
{
  "formula": "C9H13BO2",
  "method": "wB97M-V/def2-TZVPD",
  "e_homo_ev": -8.85,
  "homo_lumo_gap_ev": 9.50,
  "lumo_ha": 0.0241,
  "charge": 0,
  "elements": ["O", "O", "B", "C", "C", "C", "C", "C", "C", "C", "C", "C", "H", "H", "H", "H", "H", "H", "H", "H", "H", "H", "H", "H", "H"],
  "xyz": [[1.3776, 3.3835, -2.2762], [-0.6199, 2.0397, -1.6366], [0.7539, 2.1854, -1.8034], [-0.8216, -1.9629, 0.3315], [-0.8994, -0.0738, 1.7581], [0.2921, -1.4743, -0.2962], [0.1939, 0.4764, 1.1533], [-1.4781, -1.2604, 1.3485], [0.8781, -0.2786, 0.1705], [-2.5855, -1.9498, 2.1140], [1.7032, 0.9630, -1.7177], [2.0221, 0.2614, -0.4897], [0.6195, 4.0246, -2.2952], [-0.8731, 1.1893, -1.1468], [-1.1992, -2.9459, 0.0711], [-1.2903, 0.4854, 2.6390], [0.7647, -2.0496, -1.0381], [0.5738, 1.4568, 1.5034], [-3.1677, -1.1590, 2.6121], [-3.2381, -2.5657, 1.4879], [-2.1418, -2.5792, 2.8817], [1.2686, 0.3549, -2.5656], [2.5827, 1.3235, -2.1963], [2.6091, -0.6536, -0.7778], [2.6755, 0.8091, 0.1683]],
  "mulliken_charge": [-0.540, -0.671, 0.643, -0.650, -0.385, -0.531, -0.517, 0.692, 0.639, -1.433, -0.816, -0.857, 0.308, 0.352, 0.335, 0.258, 0.479, 0.294, 0.359, 0.376, 0.297, 0.283, 0.401, 0.308, 0.376]
}

What is the stability order? It is entry Q, entry P, from most stable to least stable.

Entry P
{
  "formula": "C2H4O2S",
  "method": "wB97M-V/def2-TZVPD",
  "e_homo_ev": [-8.75, -8.75],
  "homo_lumo_gap_ev": [8.97, 8.97],
  "lumo_ha": [0.0079, 0.0079],
  "charge": 0,
  "elements": ["C", "C", "O", "O", "S", "H", "H", "H", "H"],
  "xyz": [[-0.0612, 0.0634, 0.4013], [0.2132, 0.1035, -1.0805], [-0.0310, 1.0020, 2.7867], [-0.4776, -1.2965, 0.7510], [0.2952, 1.3531, 1.4057], [-0.3195, 0.9641, -1.5466], [-0.0081, -0.8169, -1.5928], [1.2537, 0.2292, -1.0255], [-0.8647, -1.6021, -0.0993]],
  "mulliken_charge": [0.413, -1.024, -0.515, -0.442, 0.270, 0.259, 0.422, 0.266, 0.350]
}

Entry Q
{
  "formula": "C2H4O2S",
  "method": "wB97M-V/def2-TZVPD",
  "e_homo_ev": -8.57,
  "homo_lumo_gap_ev": 8.82,
  "lumo_ha": 0.0092,
  "charge": 0,
  "elements": ["C", "C", "O", "O", "S", "H", "H", "H", "H"],
  "xyz": [[0.6570, -0.3107, -0.4301], [-1.0007, 0.6546, 0.9103], [2.0786, -1.4895, -2.1387], [0.3676, 0.5096, 0.5834], [2.1636, -0.4615, -1.0865], [-0.2231, -0.9948, -0.8546], [-1.0328, 1.1796, 1.8611], [-1.4899, -0.3209, 1.0128], [-1.5202, 1.2336, 0.1421]],
  "mulliken_charge": [0.093, -0.656, -0.537, -0.288, 0.281, 0.237, 0.236, 0.323, 0.311]
}

Entry R
{
  "formula": "C2H4O2S",
  "method": "wB97M-V/def2-TZVPD",
  "e_homo_ev": [-9.87, -9.86],
  "homo_lumo_gap_ev": [8.84, 8.84],
  "lumo_ha": [-0.0376, -0.0376],
  "charge": 0,
  "elements": ["C", "C", "O", "O", "S", "H", "H", "H", "H"],
  "xyz": [[0.0544, -0.5238, 0.7263], [-1.0735, 1.2175, -0.0576], [2.1110, -1.9283, 0.2929], [0.6339, -1.5009, -1.6807], [1.0932, -1.1575, -0.3677], [0.6886, -0.3780, 1.6143], [-0.2825, 2.0782, -0.1312], [-1.9001, 1.3365, 0.6915], [-1.3248, 0.8566, -1.0878]],
  "mulliken_charge": [-0.363, -0.618, -0.480, -0.481, 0.821, 0.302, 0.258, 0.278, 0.283]
}

Entry S
{
  "formula": "C2H4O2S",
  "method": "wB97M-V/def2-TZVPD",
  "e_homo_ev": -9.85,
  "homo_lumo_gap_ev": 10.25,
  "lumo_ha": 0.0148,
  "charge": 0,
  "elements": ["C", "C", "H", "H", "H", "H", "O", "O", "S"],
  "xyz": [[0.5228, 0.1336, 0.5860], [-0.3972, 0.8467, -0.4017], [-0.0316, -1.9928, 0.2370], [1.3648, 0.8287, 0.7525], [0.0090, 0.0969, 1.5119], [-0.9971, -0.7020, -1.1485], [-1.2262, 0.2030, -1.2006], [-0.3837, 2.0497, -0.4713], [1.1392, -1.4638, 0.1347]],
  "mulliken_charge": [-0.536, 0.672, 0.086, 0.289, 0.306, 0.253, -0.385, -0.543, -0.142]
}

What is the stability order? It is entry S, entry P, entry Q, entry R, from most stable to least stable.